Entry 1:
Entry from the Open Molecules 2025 dataset: a cluster of 9 separate species, C26H74N4O14 in total in a non-equilibrium geometry (wB97M-V/def2-TZVPD).

Last column: Löwdin charge in e.
Element x y z (Å)
C -3.605 -6.629 1.095  -0.093
O -3.039 -5.428 1.629  -0.194
C -1.561 -5.387 1.697  -0.177
C -1.082 -3.964 1.581  -0.402
C 0.478 -3.697 1.652  -0.038
N -1.723 -3.080 2.613  0.040
H -3.316 -6.694 0.066  0.073
H -4.664 -6.586 1.172  0.078
H -3.369 -7.525 1.629  0.079
H -1.173 -5.979 2.546  0.132
H -1.145 -5.915 0.853  0.112
H -1.397 -3.683 0.547  0.108
H 0.707 -2.780 1.138  0.043
H 0.890 -4.569 1.130  0.083
H 0.743 -3.692 2.727  0.080
H -2.696 -3.376 2.791  0.091
H -1.254 -3.230 3.512  0.085
C 7.189 4.683 2.756  -0.132
O 5.783 4.567 2.765  -0.211
C 5.211 4.016 1.550  -0.170
C 3.657 4.153 1.641  -0.415
C 3.268 5.621 1.659  -0.068
N 2.967 3.486 2.784  0.049
H 7.443 5.346 3.639  0.099
H 7.511 5.123 1.790  0.085
H 7.750 3.702 2.932  0.097
H 5.345 4.628 0.607  0.133
H 5.416 2.919 1.454  0.127
H 3.155 3.734 0.756  0.115
H 3.583 6.071 2.593  0.077
H 2.228 5.878 1.562  0.063
H 3.799 6.116 0.887  0.061
H 3.186 3.959 3.632  0.050
H 3.408 2.556 2.883  0.062
C 4.888 -0.460 -1.015  -0.087
O 4.799 -0.026 0.345  -0.218
C 3.658 -0.582 0.863  -0.245
C 3.923 -0.772 2.443  -0.408
C 5.327 -1.506 2.586  -0.043
N 2.766 -1.404 3.013  0.021
H 5.580 0.094 -1.667  0.092
H 3.908 -0.303 -1.545  0.082
H 5.105 -1.534 -0.957  0.092
H 2.732 0.058 0.565  0.136
H 3.403 -1.580 0.398  0.115
H 3.980 0.223 2.943  0.123
H 6.103 -0.781 2.140  0.105
H 5.171 -2.422 2.051  0.060
H 5.467 -1.730 3.624  0.053
H 2.634 -2.306 2.549  0.046
H 2.880 -1.625 4.031  0.098
C -3.458 -2.524 -1.223  -0.085
O -3.838 -3.772 -1.750  -0.196
C -4.787 -3.730 -2.762  -0.240
C -4.997 -5.176 -3.192  -0.452
C -6.171 -5.258 -4.138  -0.075
N -5.222 -6.115 -2.093  0.050
H -3.102 -2.750 -0.186  0.090
H -4.320 -1.905 -0.961  0.077
H -2.751 -2.023 -1.866  0.081
H -5.736 -3.328 -2.397  0.127
H -4.511 -3.096 -3.641  0.139
H -4.039 -5.438 -3.648  0.137
H -7.111 -5.046 -3.635  0.075
H -6.259 -6.316 -4.493  0.095
H -6.055 -4.563 -4.941  0.066
H -4.712 -5.854 -1.269  0.023
H -6.200 -6.038 -1.773  0.082
O -4.426 3.768 -0.031  -0.058
C -4.224 2.573 0.679  -0.232
C -4.339 1.374 -0.298  -0.225
O -4.144 0.078 0.248  -0.069
H -5.171 3.598 -0.572  0.068
H -3.163 2.623 1.022  0.104
H -4.895 2.487 1.553  0.127
H -3.685 1.578 -1.138  0.122
H -5.378 1.205 -0.621  0.127
H -3.221 -0.025 0.404  0.030
O 1.546 3.547 -1.221  -0.085
C 2.273 3.271 -2.386  -0.220
C 1.986 1.787 -2.806  -0.213
O 0.676 1.755 -3.412  -0.060
H 0.692 3.906 -1.488  0.078
H 1.847 3.828 -3.288  0.144
H 3.312 3.426 -2.223  0.099
H 2.043 1.179 -1.899  0.095
H 2.747 1.549 -3.580  0.122
H 0.183 1.060 -3.014  0.032
O 1.052 -1.647 -4.012  -0.069
C 0.500 -2.556 -3.073  -0.255
C 0.350 -2.019 -1.654  -0.230
O -0.393 -0.802 -1.770  -0.108
H 0.403 -1.495 -4.720  0.097
H -0.491 -2.813 -3.468  0.110
H 1.055 -3.565 -3.096  0.137
H 1.326 -1.848 -1.208  0.102
H -0.248 -2.780 -1.032  0.118
H -0.331 -0.336 -0.886  0.069
O -1.403 4.613 -0.447  -0.056
C -1.248 5.966 -0.058  -0.234
C -1.613 7.002 -1.104  -0.212
O -2.951 6.801 -1.630  -0.043
H -2.323 4.451 -0.496  0.028
H -1.899 6.200 0.796  0.127
H -0.193 6.041 0.210  0.113
H -0.875 6.923 -1.915  0.119
H -1.536 7.998 -0.685  0.114
H -2.922 6.350 -2.431  0.044
O 0.566 1.185 0.224  -0.096
C -0.248 1.642 1.271  -0.234
C -0.603 0.381 2.041  -0.162
O -1.264 -0.604 1.114  -0.132
H 0.850 1.952 -0.252  0.031
H 0.385 2.288 1.899  0.117
H -1.144 2.238 0.847  0.119
H -1.282 0.580 2.858  0.105
H 0.384 0.007 2.490  0.123
H -1.311 -1.475 1.591  0.037

Its energy above the lowest of the compared OMol25 structures with the same formula, charge and spin is 5.516 eV. For the calculated total energy, the calculation gives -2307.1757 Ha. Its SMILES is COC[C@H](C)N.COC[C@H](C)N.COC[C@H](C)N.COC[C@H](C)N.OCCO.OCCO.OCCO.OCCO.OCCO.

=====

Entry 2:
Entry from the Open Molecules 2025 dataset: a structure of composition C26H76IN2O18PS2 in a non-equilibrium geometry (wB97M-V/def2-TZVPD).

Last column: Löwdin charge in e.
Element x y z (Å)
C 4.462 0.518 0.514  0.090
C 3.478 0.857 -0.137  -0.077
C 2.047 1.411 -0.393  -0.129
C 0.893 0.486 -0.151  0.011
C -0.607 0.932 -0.328  -0.380
P -1.976 -0.319 0.040  0.375
S -3.164 -0.506 -1.520  0.087
C -0.895 2.333 -0.753  -0.575
I -2.938 3.056 -0.961  0.853
C 0.291 3.269 -1.043  -0.328
N 0.173 4.613 -1.492  -0.250
S 1.758 5.108 -1.638  0.960
N 2.749 3.823 -1.159  -0.205
C 1.778 2.831 -0.870  -0.285
H 5.329 0.155 1.131  0.063
H 1.148 -0.563 0.171  0.094
H -1.376 -1.612 0.216  -0.028
H -2.732 0.011 1.222  -0.010
C 2.321 -1.735 2.602  -0.148
O 1.014 -1.175 2.569  -0.148
H 2.549 -2.152 1.621  0.075
H 3.050 -0.958 2.842  0.074
H 2.364 -2.530 3.351  0.079
H 0.839 -0.814 3.450  0.050
C -0.695 -4.700 0.291  -0.135
O -0.826 -3.600 -0.598  -0.167
H -0.952 -4.373 1.299  0.082
H -1.374 -5.500 -0.013  0.067
H 0.336 -5.059 0.280  0.062
H -0.594 -3.919 -1.481  0.064
C 2.174 -5.574 -1.785  -0.162
O 1.485 -6.804 -1.598  -0.125
H 2.413 -5.151 -0.810  0.064
H 3.098 -5.752 -2.337  0.061
H 1.537 -4.877 -2.337  0.079
H 1.288 -7.154 -2.475  0.073
C 2.614 5.868 2.058  -0.154
O 1.935 4.631 2.242  -0.129
H 2.847 6.290 3.034  0.042
H 3.542 5.698 1.505  0.080
H 1.972 6.562 1.508  0.081
H 1.739 4.277 1.366  0.033
C -1.432 5.177 -4.981  -0.164
O -2.063 5.670 -3.809  -0.158
H -1.992 5.517 -5.851  0.077
H -0.408 5.558 -5.039  0.071
H -1.422 4.084 -4.963  0.077
H -1.548 5.355 -3.054  0.005
C 5.546 -5.959 0.024  -0.151
O 4.706 -4.939 0.554  -0.142
H 5.990 -5.600 -0.904  0.063
H 6.339 -6.192 0.738  0.077
H 4.953 -6.854 -0.182  0.081
H 4.326 -5.281 1.372  0.075
C -2.754 -5.746 -2.559  -0.155
O -1.725 -5.367 -3.466  -0.129
H -3.061 -4.870 -1.988  0.080
H -3.611 -6.134 -3.114  0.078
H -2.375 -6.509 -1.874  0.071
H -1.471 -6.157 -3.957  0.075
C 2.493 6.494 5.868  -0.150
O 1.825 5.246 6.044  -0.133
H 2.708 6.920 6.848  0.092
H 3.429 6.337 5.329  0.050
H 1.851 7.177 5.310  0.065
H 1.648 4.891 5.162  0.072
C 3.860 -4.714 -5.006  -0.154
O 3.172 -5.944 -4.822  -0.139
H 4.096 -4.295 -4.028  0.075
H 4.788 -4.887 -5.558  0.073
H 3.226 -4.013 -5.555  0.081
H 2.975 -6.294 -5.700  0.079
C -6.789 -1.581 -3.743  -0.160
O -5.858 -0.505 -3.783  -0.147
H -7.544 -1.422 -4.510  0.067
H -6.272 -2.523 -3.934  0.067
H -7.271 -1.612 -2.763  0.063
H -5.203 -0.672 -3.094  -0.036
C -7.616 -2.321 0.678  -0.164
O -7.369 -0.966 0.335  -0.131
H -8.636 -2.407 1.052  0.077
H -7.501 -2.954 -0.206  0.065
H -6.918 -2.640 1.457  0.075
H -6.461 -0.917 0.007  0.064
C 5.102 9.229 4.164  -0.148
O 3.797 8.708 3.937  -0.137
H 5.833 8.497 3.826  0.060
H 5.231 10.157 3.600  0.076
H 5.246 9.417 5.231  0.082
H 3.168 9.373 4.243  0.082
C 0.072 0.965 5.454  -0.155
O 0.912 -0.058 5.977  -0.131
H 0.447 1.263 4.475  0.075
H -0.948 0.585 5.353  0.080
H 0.085 1.828 6.124  0.079
H 0.559 -0.301 6.841  0.079
C 8.083 -5.083 -3.347  -0.161
O 7.395 -6.313 -3.165  -0.136
H 8.323 -4.668 -2.369  0.078
H 9.008 -5.255 -3.903  0.076
H 7.447 -4.380 -3.891  0.071
H 7.193 -6.660 -4.043  0.075
C 5.718 5.484 4.030  -0.149
O 6.372 6.451 4.839  -0.135
H 4.883 5.963 3.522  0.043
H 6.416 5.090 3.286  0.083
H 5.342 4.671 4.657  0.086
H 7.106 6.008 5.281  0.082
C -8.066 -5.194 -4.390  -0.154
O -7.335 -4.735 -3.261  -0.140
H -7.542 -4.887 -5.294  0.081
H -8.139 -6.284 -4.367  0.073
H -9.066 -4.754 -4.387  0.073
H -7.817 -5.018 -2.475  0.073
C -1.604 6.626 4.982  -0.154
O -0.538 7.035 5.825  -0.143
H -2.075 7.512 4.557  0.077
H -1.217 6.000 4.172  0.074
H -2.343 6.068 5.562  0.075
H -0.136 6.233 6.188  0.050
C -10.553 -0.689 -4.085  -0.147
O -9.721 -1.712 -3.554  -0.149
H -10.171 -0.401 -5.064  0.080
H -11.575 -1.061 -4.192  0.073
H -10.540 0.180 -3.423  0.080
H -10.078 -1.949 -2.690  0.081

For the calculated total energy, the calculation gives -3934.9605 Ha.

=====

The following HOMO-LUMO gap values (in eV) correspond, in order, to the records above: 9.78; 6.49.